C62H137N5O3P | ωB97M-V/def2-TZVPD

The orbital gap comes out at 8.82 eV. Its HOMO energy is -0.6321 hartree. The charge is +5.

XYZ file:
```
208
Properties=species:S:1:pos:R:3:lowdin_charge:R:1
H -10.773 15.462 19.306 0.099
C -20.417 16.461 18.913 -0.079
H -17.007 16.468 12.517 0.107
H -14.396 15.732 12.500 0.130
H -14.309 14.949 19.603 0.091
H -19.718 14.125 25.642 0.128
H -23.094 18.784 18.209 0.105
H -21.056 15.087 28.905 0.133
C -15.120 24.202 18.639 0.034
H -12.167 24.442 21.785 0.126
C -19.635 16.867 24.885 -0.183
C -13.149 17.494 18.519 -0.232
H -20.100 13.603 27.362 0.145
H -14.952 23.766 21.093 0.146
H -14.433 14.936 22.470 0.120
H -18.357 15.916 26.972 0.099
C -17.065 19.387 18.673 -0.809
H -15.790 19.348 25.157 0.065
C -12.927 22.850 16.954 -0.169
H -12.327 15.533 17.766 0.101
H -20.102 18.279 16.605 0.121
C -15.141 15.010 21.640 -0.239
C -23.207 20.875 18.307 -0.118
H -13.924 15.885 17.344 0.103
C -24.701 22.349 16.805 -0.074
C -19.130 15.967 27.733 0.025
H -18.917 15.267 28.536 0.116
C -16.035 13.779 21.509 -0.260
H -23.078 13.942 28.088 0.129
C -12.782 24.339 19.651 -0.052
H -12.939 17.691 15.771 0.089
H -13.409 19.235 20.915 0.087
H -10.533 17.563 15.305 0.082
H -18.667 19.351 13.321 0.083
H -14.437 12.381 22.045 0.081
H -26.615 21.321 18.012 0.109
H -23.192 21.724 18.991 0.128
H -18.834 17.380 25.429 0.110
H -13.367 17.588 23.161 0.112
H -19.748 15.653 20.830 0.110
N -20.427 15.639 27.039 -0.278
H -12.796 14.115 11.164 0.142
C -24.740 20.028 16.405 -0.114
H -16.316 17.921 14.243 0.065
H -14.137 19.804 25.672 0.082
H -21.439 16.584 18.548 0.131
H -19.059 19.105 22.161 0.038
H -14.846 21.049 16.332 0.049
C -12.958 16.381 17.485 -0.259
C -13.221 22.628 21.313 -0.175
H -14.592 18.254 25.205 0.071
H -13.575 13.483 8.582 0.128
H -14.981 24.512 17.608 0.102
H -12.048 24.414 18.859 0.123
H -26.751 22.474 16.239 0.122
H -18.078 14.654 17.100 0.111
C -14.856 13.090 12.559 0.050
H -23.807 20.104 15.828 0.138
H -15.551 14.955 14.629 0.095
C -12.205 23.743 20.957 -0.101
C -16.023 13.490 10.483 -0.107
H -8.451 15.602 20.883 0.087
H -10.836 14.270 22.179 0.112
H -11.306 17.325 21.177 0.111
H -18.238 19.938 19.976 0.088
C -14.363 19.512 23.431 -0.260
H -22.259 21.051 21.326 0.091
H -23.984 19.372 19.561 0.116
H -15.797 13.054 13.097 0.101
H -14.959 18.658 20.699 0.091
H -17.979 18.208 23.105 0.065
H -15.149 17.678 22.986 0.095
H -21.641 16.271 25.557 0.130
H -15.791 15.752 22.130 0.090
H -21.647 14.234 17.598 0.141
H -13.656 15.068 10.115 0.133
H -20.148 13.394 17.675 0.142
C -19.558 17.423 16.199 -0.167
H -21.932 18.466 20.512 0.101
H -16.818 13.704 22.264 0.104
H -20.055 15.449 15.687 0.142
C -15.323 12.556 9.493 -0.120
C -10.256 14.562 21.298 -0.269
H -25.510 21.637 19.316 0.121
H -17.191 15.491 14.932 0.081
H -24.739 18.975 16.672 0.134
C -20.765 14.152 19.631 -0.123
H -13.245 25.300 19.865 0.135
H -21.720 13.704 19.909 0.125
H -12.134 16.162 21.992 0.094
H -20.551 17.170 23.026 0.090
O -18.158 19.110 19.476 0.016
H -14.855 12.377 20.306 0.074
C -21.496 20.653 20.659 -0.078
N -14.997 14.084 11.413 -0.269
C -16.298 15.701 14.339 -0.239
H -16.857 13.020 11.007 0.133
H -15.128 22.087 20.389 0.125
H -11.268 23.236 20.746 0.118
C -20.596 15.577 20.140 -0.156
C -12.832 21.705 15.908 -0.218
H -21.271 21.511 20.018 0.078
H -22.208 14.037 25.314 0.108
C -12.319 16.909 16.218 -0.265
H -19.623 19.935 14.639 0.073
H -14.700 17.114 14.265 0.063
H -10.239 16.745 16.905 0.078
H -24.888 23.146 17.525 0.141
H -17.280 14.796 12.449 0.111
H -17.931 19.339 14.833 0.064
H -15.903 23.441 18.635 0.106
C -13.859 12.996 9.511 -0.120
H -13.467 23.674 16.485 0.114
H -20.529 20.520 21.147 0.052
C -18.985 18.639 23.144 -0.088
H -21.400 16.084 16.384 0.141
H -15.294 11.498 9.749 0.122
O -16.639 20.561 18.637 -0.043
C -22.598 14.605 27.374 -0.124
H -10.023 13.655 20.732 0.118
C -14.037 18.398 21.237 -0.235
H -22.455 21.168 17.570 0.140
C -14.477 22.943 20.561 -0.105
C -15.242 12.486 21.317 -0.088
H -8.437 14.883 22.479 0.088
N -24.551 20.978 17.562 -0.241
C -16.560 15.519 12.832 -0.168
H -15.468 16.127 11.083 0.141
H -12.802 21.683 20.957 0.091
H -23.689 22.559 16.455 0.133
H -20.947 18.442 24.089 0.118
C -9.078 15.372 21.750 -0.091
H -15.794 12.640 8.518 0.129
C -21.841 19.361 19.900 -0.218
C -15.727 17.087 14.631 -0.090
C -14.726 19.305 24.904 -0.094
H -16.543 14.319 9.996 0.143
H -21.890 16.555 28.270 0.140
C -18.904 19.159 14.369 -0.100
H -13.411 20.034 23.313 0.108
P -13.447 16.956 20.243 1.000
C -11.197 15.234 20.279 -0.209
H -13.343 22.534 22.390 0.120
H -11.988 14.490 20.142 0.098
H -21.074 19.125 19.157 0.080
H -20.838 17.653 26.443 0.146
C -10.865 17.425 16.331 -0.071
C -20.317 16.151 16.492 -0.126
C -14.197 18.161 22.754 -0.242
C -11.930 16.453 20.955 -0.287
C -25.725 20.943 18.506 0.037
C -25.807 22.157 15.797 -0.130
C -13.724 14.085 10.592 -0.100
C -25.755 20.654 15.505 -0.155
N -19.920 15.516 17.796 -0.255
C -21.818 13.791 26.303 -0.135
C -14.219 21.188 15.447 -0.085
H -14.717 21.948 14.847 0.081
H -12.224 18.063 18.668 0.096
C -19.541 17.801 14.704 -0.241
H -11.936 23.278 17.109 0.111
H -13.905 18.201 18.169 0.091
H -19.210 16.974 28.139 0.120
C -20.718 16.684 25.965 -0.091
H -21.369 15.979 20.798 0.109
H -25.640 20.583 14.423 0.130
H -18.824 19.504 23.799 0.085
H -9.426 16.333 22.135 0.068
C -21.599 15.527 28.073 -0.039
H -18.506 17.311 16.465 0.105
H -12.377 16.014 15.588 0.107
H -12.611 21.942 18.794 0.135
H -20.060 13.466 20.098 0.116
H -15.370 25.037 19.284 0.112
N -13.959 23.441 19.218 -0.255
H -26.723 20.147 15.583 0.130
H -14.117 20.223 14.955 0.061
H -12.283 22.060 15.039 0.114
H -15.893 11.640 21.548 0.078
H -18.987 17.129 14.042 0.093
H -16.646 13.984 20.617 0.086
O -16.459 18.398 18.176 -0.077
H -17.821 16.068 18.195 0.095
C -23.067 19.552 18.992 -0.188
H -13.191 12.199 9.829 0.122
H -14.362 21.711 18.163 0.108
H -23.347 15.212 26.870 0.117
H -19.248 15.940 24.463 0.114
C -15.281 15.468 11.925 -0.090
H -19.772 17.328 18.979 0.108
H -22.018 12.733 26.450 0.126
H -25.886 19.925 18.847 0.108
H -20.579 17.939 14.393 0.113
H -12.309 20.839 16.322 0.093
C -20.103 17.817 23.792 -0.241
C -20.674 14.255 18.086 -0.089
H -15.496 16.176 19.769 0.091
H -14.619 12.115 12.142 0.120
H -10.812 18.409 16.801 0.063
H -14.019 13.453 13.151 0.110
H -25.724 22.686 14.852 0.134
H -18.334 14.599 18.830 0.095
C -18.466 15.222 17.942 0.025
C -13.486 22.348 18.290 -0.099
H -15.177 20.054 22.947 0.107
H -15.684 17.391 15.683 0.066
C -14.707 15.663 20.337 -0.254
C -20.363 14.225 26.507 -0.095
```

=====

C7H12N2O | ωB97M-V/def2-TZVPD

The orbital gap (spin up / spin down) comes out at 7.77 / 7.78 eV. Its HOMO energy (spin up / spin down) is -0.2890 / -0.2890 hartree.

XYZ file:
```
22
Properties=species:S:1:pos:R:3:nbo_charge:R:1
H 2.299 2.148 -0.506 0.190
H -0.836 -0.471 2.142 0.222
C 2.632 -0.197 0.548 0.481
H -1.884 1.021 1.598 0.208
C 1.547 1.751 0.201 -0.352
C -1.700 -0.042 1.467 -0.623
H -1.503 1.367 -0.787 0.194
C 2.692 -1.039 -0.474 -0.112
H -2.057 -1.386 -0.164 0.171
H 0.697 1.073 -0.431 0.282
H -3.129 0.545 -0.842 0.208
C -1.442 -0.508 0.043 -0.056
N -0.029 -0.584 -0.152 -0.581
C -2.123 0.514 -1.022 -0.604
O 2.178 0.787 1.124 -0.368
N 1.831 -1.924 -0.881 -0.563
H 1.161 2.630 0.755 0.203
H -0.122 -2.493 -0.952 0.155
H -1.748 0.298 -1.941 0.207
C 0.486 -1.685 -0.638 0.290
H -2.626 -0.549 1.847 0.210
H 3.677 -1.255 -0.936 0.238
```

=====

C27H39Cl12N3 | ωB97M-V/def2-TZVPD

Its SMILES is c1ccncc1.c1ccncc1.c1ccncc1.ClCCCl.ClCCCl.ClCCCl.ClCCCl.ClCCCl.ClCCCl. The orbital gap comes out at 9.80 eV. Its HOMO energy is -0.3524 hartree.

XYZ file:
```
81
Properties=species:S:1:pos:R:3:lowdin_charge:R:1
C -4.904 15.717 -10.424 -0.071
H -10.516 15.266 -9.648 0.069
H -5.616 15.349 -11.149 0.103
Cl -1.609 18.480 -3.007 0.505
H -7.155 11.176 -0.990 0.109
C -3.735 11.766 -1.836 -0.643
C -7.276 18.168 -8.632 -0.705
C -3.362 17.736 -5.012 -0.657
H -3.988 18.986 -3.260 0.067
C -6.931 13.225 1.749 -0.065
H -7.838 15.001 -5.980 0.000
C -10.961 13.417 -8.668 -0.646
H -7.329 13.144 -3.670 0.039
Cl -10.364 12.371 -9.999 0.533
H -5.224 13.988 -9.156 0.099
Cl -5.661 14.988 -5.215 0.632
H -5.104 13.079 -2.998 0.012
C -4.705 14.924 -9.298 -0.082
Cl -4.686 18.281 -6.045 0.584
H -8.779 9.250 -8.658 0.074
C -8.595 9.618 -6.425 -0.698
H -2.977 19.830 -4.386 0.054
Cl -3.694 11.965 -4.570 0.545
H -6.628 19.043 -8.575 0.063
H -2.467 17.586 -5.616 0.066
H -3.775 14.792 -7.350 0.076
H -2.635 18.061 -9.641 0.099
Cl -8.597 14.738 -8.452 0.634
Cl -8.373 19.593 -6.585 0.542
H -9.385 8.067 -7.686 0.058
H -10.885 15.483 -8.085 0.088
Cl -2.071 11.055 -1.859 0.511
C -8.536 8.751 -7.720 -0.649
C -10.639 10.606 -2.118 -0.139
H -3.943 12.184 -0.852 0.058
H -10.233 8.655 -2.753 0.096
H -7.174 13.383 2.790 0.104
H -6.802 15.361 1.520 0.100
Cl -7.424 10.873 -6.272 0.616
C -10.450 11.011 0.323 -0.061
Cl -9.564 13.280 -4.165 0.588
C -3.898 15.358 -8.262 -0.195
H -3.673 16.893 -4.395 0.034
H -8.090 14.796 -3.343 0.066
C -4.080 12.704 -3.025 -0.693
H -10.837 10.896 -3.139 0.071
C -7.280 14.304 -5.356 -0.687
C -3.134 18.855 -3.924 -0.631
H -6.551 15.168 -1.000 0.098
C -6.563 14.298 -0.360 -0.126
H -8.516 9.000 -5.530 0.063
H -7.304 11.142 1.593 0.097
H -4.244 17.653 -11.323 0.097
H -3.432 13.580 -3.008 0.057
C -6.750 14.406 1.020 -0.068
C -10.757 11.445 -1.038 -0.068
C -6.981 12.015 1.046 -0.068
H -7.123 13.409 -5.958 -0.007
H -9.807 9.182 1.397 0.090
Cl -8.347 18.059 -10.011 0.574
C -10.047 9.674 0.466 -0.135
H -12.026 13.525 -8.875 0.076
H -10.486 11.626 1.210 0.091
H -4.429 10.935 -1.963 0.054
C -10.202 9.337 -1.916 -0.146
C -6.952 12.018 -0.345 -0.134
H -10.771 12.970 -7.692 0.067
N -9.871 8.834 -0.655 0.052
C -3.259 17.191 -9.502 -0.145
C -10.343 14.762 -8.697 -0.678
H -6.578 17.332 -8.666 0.033
H -9.514 10.203 -6.456 0.055
C -8.049 17.995 -7.292 -0.686
N -6.607 13.126 -1.060 0.050
C -4.142 16.905 -10.551 -0.060
H -11.162 12.443 -1.113 0.095
H -9.031 17.529 -7.369 0.034
Cl -7.158 7.646 -7.651 0.560
N -3.151 16.420 -8.401 0.047
C -7.942 13.968 -4.036 -0.659
H -7.463 17.456 -6.547 0.020
```

=====

C4H13NO2 | ωB97M-V/def2-TZVPD

Its SMILES is C=NCCC.O.O. The orbital gap comes out at 10.02 eV. Its HOMO energy is -0.3567 hartree.

XYZ file:
```
20
Properties=species:S:1:pos:R:3:nbo_charge:R:1
C -0.573 0.122 2.327 -0.072
H 1.883 -1.004 -2.043 0.216
H 0.486 -0.051 2.451 0.131
C -0.183 0.774 0.019 -0.267
H 0.671 1.422 0.360 0.220
H -2.884 0.134 0.098 0.487
H 0.409 -0.642 -2.993 0.214
H 2.073 -0.541 0.822 0.471
H 1.263 0.708 -2.116 0.218
C 0.199 -0.634 -0.717 -0.425
N -1.059 0.537 1.162 -0.419
H -0.840 1.400 -0.611 0.213
O 2.830 0.219 0.842 -0.946
H 3.284 0.014 1.768 0.473
H 0.656 -1.469 -0.111 0.198
H -3.593 -0.318 -1.228 0.457
O -3.785 0.126 -0.319 -0.952
C 0.976 -0.334 -2.049 -0.625
H -0.971 0.537 3.297 0.196
H -0.841 -1.000 -0.962 0.211
```

=====

C4H4N2S2 | ωB97M-V/def2-TZVPD

Its SMILES is S=[N+]([S-])c1ccc[nH]1. The orbital gap comes out at 6.47 eV. Its HOMO energy is -0.3106 hartree.

XYZ file:
```
12
Properties=species:S:1:pos:R:3:nbo_charge:R:1
N 0.901 0.026 0.059 -0.545
S 1.439 1.498 -0.218 0.132
C -1.338 -1.163 -0.102 -0.222
S 1.856 -1.353 0.078 0.067
C -2.549 0.608 -0.003 0.005
H -3.401 1.257 -0.507 0.241
H -3.537 -1.439 -0.369 0.249
C -2.597 -0.776 -0.182 -0.303
H -0.725 1.928 0.782 0.467
N -1.250 0.975 0.442 -0.544
H -0.976 -2.123 -0.515 0.244
C -0.454 -0.160 0.178 0.210
```

=====

C5H13NOS | ωB97M-V/def2-TZVPD

Its SMILES is OCCNCCCS. The orbital gap comes out at 9.33 eV. Its HOMO energy is -0.3151 hartree.

XYZ file:
```
21
Properties=species:S:1:pos:R:3:nbo_charge:R:1
H -0.268 1.381 2.754 0.199
H -2.647 2.013 0.299 0.470
H -2.384 0.644 2.257 0.167
N 0.844 0.828 1.155 -0.619
H 1.529 0.100 -2.516 0.219
H 0.056 -0.688 -3.061 0.217
H -0.221 -0.350 2.507 0.193
O -1.822 2.011 0.792 -0.734
H -0.527 0.194 -0.885 0.212
C 0.240 -0.589 -0.896 -0.452
S 1.846 -2.186 -2.560 -0.062
C 1.266 -0.182 0.183 -0.216
H -0.280 -1.499 -0.565 0.205
H 2.167 0.213 -0.267 0.196
C -1.716 0.717 1.397 -0.089
H 1.608 -1.072 0.732 0.191
H 0.916 -3.120 -2.322 0.113
C 0.819 -0.690 -2.283 -0.491
H -1.902 -0.047 0.632 0.159
H 0.779 1.720 0.662 0.362
C -0.305 0.603 1.984 -0.239
```

=====

C4H2GdO2 | ωB97M-V/def2-TZVPD

The orbital gap (spin up / spin down) comes out at 5.73 / 5.88 eV. Its spin multiplicity is 9. Its HOMO energy (spin up / spin down) is -0.6512 / -0.6885 hartree. The charge is +2.

XYZ file:
```
9
Properties=species:S:1:pos:R:3:mulliken_spin:R:1
C -3.300 0.909 -0.123 -0.054
Gd 1.841 0.624 -0.751 8.124
C -1.192 -0.659 0.033 -0.243
O 0.038 0.145 0.832 0.198
O 1.240 -0.588 0.987 0.149
C -0.927 -1.745 -0.622 -0.228
H -4.125 1.601 -0.110 0.005
C -2.339 0.178 -0.053 0.042
H -0.276 -2.612 -0.675 0.007
```

=====

C6H41N2O12 | ωB97M-V/def2-TZVPD

The orbital gap comes out at 9.36 eV. Its HOMO energy is -0.4289 hartree. The charge is +1.

XYZ file:
```
61
Properties=species:S:1:pos:R:3:nbo_charge:R:1
H 2.231 1.484 -1.611 0.233
H -3.780 -0.169 1.574 0.220
O -1.615 1.538 -2.864 -0.976
H -2.440 -1.104 0.019 0.189
H 1.875 0.021 -4.321 0.483
H 2.819 0.810 2.911 0.227
C -0.106 0.133 -0.430 -0.255
H 0.908 -2.074 3.034 0.481
H 3.707 -2.046 -3.073 0.489
H -2.018 2.591 -1.513 0.515
C 2.397 0.759 -0.773 -0.633
H 2.443 -0.228 -1.098 0.206
H -4.677 0.115 0.098 0.227
O -0.399 3.591 1.384 -0.984
O -1.244 2.480 3.732 -0.976
O 0.117 -2.023 2.564 -0.951
H 1.046 0.846 3.332 0.242
H -1.328 1.554 0.651 0.409
O 0.675 -2.739 -1.899 -1.017
N 1.473 -0.029 1.423 -0.611
H -2.785 3.542 -0.695 0.476
H 0.189 -4.448 0.355 0.485
O 3.346 -1.997 0.454 -0.987
H 2.283 -0.681 1.211 0.476
H 0.528 -3.227 1.164 0.496
H 1.873 1.972 2.185 0.224
H -2.556 0.332 -1.221 0.158
H -1.333 0.598 3.983 0.497
H 2.536 -1.323 -2.472 0.509
O 1.548 -0.796 -3.964 -0.970
H -0.572 -2.012 3.197 0.527
H 0.647 -0.642 1.676 0.484
H 0.341 4.113 1.248 0.473
O -1.704 -0.230 3.619 -0.989
H 3.233 -1.961 -0.516 0.509
H 3.477 0.934 -0.372 0.243
C -3.798 0.454 0.714 -0.641
H -0.110 -1.028 -0.391 0.201
H -1.726 2.000 -3.684 0.489
H -2.148 2.283 3.710 0.473
H -2.018 0.653 -2.956 0.517
C 1.799 0.918 2.548 -0.434
H -0.229 0.415 -1.555 0.219
H -1.827 -0.019 2.713 0.476
C 1.180 0.764 0.148 -0.040
H -3.978 1.567 0.781 0.220
N -1.210 0.536 0.452 -0.714
O -1.280 -1.145 -3.182 -0.955
H 3.139 -2.962 0.590 0.494
H 0.666 -3.206 -1.093 0.498
H 0.914 1.770 0.414 0.223
H -0.877 3.795 0.520 0.516
H 0.586 -0.617 -3.872 0.496
H -0.776 -1.734 -2.773 0.495
O 0.849 -3.798 0.523 -0.960
H -1.491 -1.582 -3.977 0.479
O -2.015 3.048 -0.636 -0.988
H 1.286 -3.151 -2.617 0.500
O 3.447 -1.647 -2.253 -0.992
C -2.518 0.015 -0.085 -0.205
H -0.997 2.987 2.971 0.506
```

=====

C4H6N2 | ωB97M-V/def2-TZVPD

The orbital gap comes out at 8.85 eV. Its HOMO energy is -0.2877 hartree.

XYZ file:
```
12
Properties=species:S:1:pos:R:3:nbo_charge:R:1
C 0.087 -0.455 -0.175 -0.238
N -1.718 -0.580 -2.818 -0.060
N -1.375 -0.017 -1.917 0.064
H -1.251 1.264 -0.396 0.218
C -0.908 0.371 -0.853 -0.246
H 1.178 1.396 0.363 0.208
H 2.264 -0.173 0.785 0.224
C 0.156 -0.219 1.344 -0.431
H 0.119 -1.492 -0.625 0.236
H -0.284 0.653 1.776 0.214
C 1.297 0.289 0.567 -0.406
H 0.435 -1.037 1.949 0.217
```

=====

It is found that the relative energy (zero: lowest compared OMol25 entry of this formula, charge and spin) values, taken in the order of the records, are 0.000 6.267 2.075 2.945 3.880 1.146 4.780 2.535 3.821 eV.